Here is a cluster of 2 separate species, C16H30BCl2FN4O8P in total at a distorted geometry from the Open Molecules 2025 dataset. Energies are from the ωB97M-V functional and the def2-TZVPD basis.

Output
charge	+1
LUMO	-3.7	eV
HOMO-LUMO gap	8.8	eV
HOMO level	-12.5	eV

Each atom is followed by the atoms it is bonded to, with distances in Å.
Geometry (Å):
1 C 0.2452 5.7706 -1.3488  C2 1.498, H23 1.088, H24 1.091, H25 1.090
2 C 1.3576 5.4165 -0.4096  C1 1.498, Cl3 1.703, C4 1.340
3 Cl 2.3405 6.6872 0.1561  C2 1.703
4 C 1.5904 4.1581 -0.0113  C2 1.340, Cl5 1.743, C6 1.463
5 Cl 2.8635 3.7900 1.1210  C4 1.743
6 C 0.8132 2.9976 -0.4453  C4 1.463, N7 1.324, N18 1.334
7 N 1.1881 2.0512 -1.2922  C6 1.324, C8 1.478, N11 1.348
8 C 2.4358 1.8939 -2.0694  N7 1.478, C9 1.515, F10 1.354, H26 1.093
9 C 3.6363 1.4387 -1.2658  C8 1.515, H27 1.089, H28 1.088, H29 1.088
10 F 2.1843 1.0469 -3.0953  C8 1.354
11 N 0.2017 1.1386 -1.3956  N7 1.348, C12 1.288
12 C -0.7844 1.4980 -0.6496  N11 1.288, C13 1.483, N18 1.386
13 C -2.0683 0.7871 -0.4368  C12 1.483, C14 1.550, H30 1.091, H31 1.091
14 C -3.2421 1.4648 -1.1882  C13 1.550, C15 1.526, H32 1.093, H33 1.089
15 C -4.0155 2.4076 -0.2701  C14 1.526, N16 1.418, O17 1.205
16 N -4.1117 3.7815 -0.6081  C15 1.418, H34 1.016, H35 1.017
17 O -4.5163 1.9764 0.7380  C15 1.205
18 N -0.4218 2.6913 -0.0459  C6 1.334, C12 1.386, O19 1.350
19 O -1.2048 3.4002 0.7949  N18 1.350, B20 1.433
20 B -0.7466 3.4118 2.1522  O19 1.433, O21 1.344, O22 1.375
21 O -1.1733 4.4736 2.8577  B20 1.344, H36 0.963
22 O 0.0028 2.3951 2.6956  B20 1.375, H37 0.968
23 H -0.5221 5.0000 -1.3329  C1 1.088
24 H 0.6027 5.9435 -2.3647  C1 1.091
25 H -0.1833 6.7160 -1.0150  C1 1.090
26 H 2.6607 2.8578 -2.5341  C8 1.093
27 H 4.1459 2.3165 -0.8715  C9 1.089
28 H 3.3831 0.7852 -0.4334  C9 1.088
29 H 4.3334 0.9691 -1.9572  C9 1.088
30 H -1.9112 -0.2097 -0.8525  C13 1.091
31 H -2.3163 0.7329 0.6238  C13 1.091
32 H -2.8452 1.9634 -2.0766  C14 1.093
33 H -3.9245 0.7008 -1.5592  C14 1.089
34 H -3.6953 3.9104 -1.5253  N16 1.016
35 H -3.5155 4.2927 0.0377  N16 1.017
36 H -0.5938 4.6610 3.6043  O21 0.963
37 H 0.9417 2.5238 2.4980  O22 0.968
38 O -1.3001 -2.8857 -0.4965  P39 1.480
39 P -0.4584 -3.6355 0.4619  O38 1.480, O40 1.628, O43 1.616, O46 1.584
40 O 1.0239 -2.9652 0.4091  P39 1.628, C41 1.420
41 C 1.1480 -1.6183 0.8409  O40 1.420, C42 1.519, H49 1.096, H50 1.092
42 C 0.9834 -1.4599 2.3427  C41 1.519, H51 1.092, H52 1.092, H53 1.089
43 O -0.1744 -5.0263 -0.3099  P39 1.616, C44 1.430
44 C -0.8477 -5.4005 -1.5153  O43 1.430, C45 1.513, H54 1.088, H55 1.092
45 C -0.0057 -5.0594 -2.7251  C44 1.513, H56 1.090, H57 1.090, H58 1.091
46 O -0.3774 -4.2579 1.9167  P39 1.584, C47 1.445
47 C -0.2980 -5.6608 2.2537  O46 1.445, C48 1.509, H59 1.087, H60 1.090
48 C 1.1293 -6.1489 2.2031  C47 1.509, H61 1.088, H62 1.090, H63 1.091
49 H 0.4200 -1.0049 0.2985  C41 1.096
50 H 2.1456 -1.2857 0.5466  C41 1.092
51 H -0.0339 -1.7040 2.6564  C42 1.092
52 H 1.1926 -0.4324 2.6472  C42 1.092
53 H 1.6549 -2.1323 2.8751  C42 1.089
54 H -1.8355 -4.9468 -1.5723  C44 1.088
55 H -0.9961 -6.4808 -1.4636  C44 1.092
56 H 0.2548 -4.0006 -2.7378  C45 1.090
57 H -0.5374 -5.3016 -3.6458  C45 1.090
58 H 0.9290 -5.6211 -2.7057  C45 1.091
59 H -0.9649 -6.2555 1.6354  C47 1.087
60 H -0.6708 -5.7426 3.2749  C47 1.090
61 H 1.5778 -5.9875 1.2249  C48 1.088
62 H 1.1651 -7.2143 2.4308  C48 1.090
63 H 1.7413 -5.6121 2.9292  C48 1.091

---

Here is a cluster of 4 separate species, C16H30BNO9 in total from the Open Molecules 2025 dataset. Energies are from the ωB97M-V functional and the def2-TZVPD basis.

Output
charge	0
LUMO	0.4	eV
HOMO-LUMO gap	9.0	eV
HOMO level	-8.6	eV

Each atom is followed by the atoms it is bonded to, with distances in Å.
Geometry (Å):
1 C -1.8299 1.0436 -3.0033  O2 1.415, H10 1.092, H11 1.095, H12 1.093
2 O -0.6654 0.2503 -2.8768  C1 1.415, C3 1.413
3 C -0.5117 -0.8113 -3.7964  O2 1.413, C4 1.526, H13 1.093, H14 1.095
4 C -0.7783 -2.1584 -3.1303  C3 1.526, N5 1.464, H15 1.096, H16 1.092
5 N 0.4319 -2.9480 -2.8950  C4 1.464, C6 1.466, H17 1.011
6 C 0.5434 -4.1706 -3.6966  N5 1.466, B7 1.581, H18 1.094, H19 1.104
7 B 1.6080 -5.1415 -3.0453  C6 1.581, O8 1.365, O9 1.391
8 O 1.3074 -5.6581 -1.8180  B7 1.365, H20 0.966
9 O 2.8459 -5.4303 -3.6097  B7 1.391, H21 0.963
10 H -2.3643 1.0751 -2.0518  C1 1.092
11 H -1.5520 2.0616 -3.2951  C1 1.095
12 H -2.5064 0.6333 -3.7576  C1 1.093
13 H 0.5197 -0.7936 -4.1573  C3 1.093
14 H -1.1674 -0.6494 -4.6589  C3 1.095
15 H -1.5045 -2.7363 -3.7135  C4 1.096
16 H -1.2567 -1.9144 -2.1799  C4 1.092
17 H 0.4664 -3.2036 -1.9175  N5 1.011
18 H 0.8558 -3.9109 -4.7126  C6 1.094
19 H -0.4313 -4.6832 -3.7680  C6 1.104
20 H 1.9664 -6.3038 -1.5314  O8 0.966
21 H 2.8344 -5.9969 -4.3883  O9 0.963
22 O -3.1376 -1.4163 -0.8395  C23 1.202
23 C -2.6315 -1.1825 0.2249  O22 1.202, C24 1.522, O27 1.349
24 C -1.2146 -1.4861 0.6897  C23 1.522, C25 1.532, H28 1.093, H29 1.087
25 C -1.3018 -1.2914 2.2066  C24 1.532, C26 1.525, H30 1.088, H31 1.091
26 C -2.4137 -0.2530 2.3165  C25 1.525, O27 1.445, H32 1.089, H33 1.087
27 O -3.2925 -0.5333 1.2048  C23 1.349, C26 1.445
28 H -0.5512 -0.7619 0.2091  C24 1.093
29 H -0.9229 -2.4848 0.3737  C24 1.087
30 H -0.3794 -0.9521 2.6727  C25 1.088
31 H -1.6081 -2.2245 2.6817  C25 1.091
32 H -2.0275 0.7594 2.2073  C26 1.089
33 H -2.9989 -0.3191 3.2306  C26 1.087
34 O -0.1792 3.1199 2.1899  C35 1.193
35 C -0.3779 3.0518 3.3646  O34 1.193, C36 1.516, O39 1.363
36 C -0.2014 4.1267 4.4183  C35 1.516, C37 1.523, H40 1.092, H41 1.087
37 C -0.2400 3.3460 5.7257  C36 1.523, C38 1.523, H42 1.087, H43 1.090
38 C -1.1106 2.1526 5.3535  C37 1.523, O39 1.441, H44 1.092, H45 1.087
39 O -0.8463 1.9165 3.9570  C35 1.363, C38 1.441
40 H -1.0405 4.8192 4.3230  C36 1.092
41 H 0.7205 4.6729 4.2384  C36 1.087
42 H -0.6336 3.9053 6.5710  C37 1.087
43 H 0.7633 3.0028 5.9791  C37 1.090
44 H -2.1764 2.3621 5.4664  C38 1.092
45 H -0.8650 1.2430 5.8954  C38 1.087
46 O 4.0168 2.6789 1.5128  C47 1.197
47 C 3.3870 2.3848 0.5380  O46 1.197, C48 1.516, O51 1.355
48 C 2.2350 3.1259 -0.1107  C47 1.516, C49 1.519, H52 1.093, H53 1.086
49 C 1.6118 2.0758 -1.0134  C48 1.519, C50 1.524, H54 1.084, H55 1.090
50 C 2.8093 1.1909 -1.3372  C49 1.524, O51 1.441, H56 1.093, H57 1.087
51 O 3.6521 1.2604 -0.1708  C47 1.355, C50 1.441
52 H 2.6480 3.9670 -0.6728  C48 1.093
53 H 1.5581 3.5055 0.6486  C48 1.086
54 H 1.1270 2.4694 -1.8995  C49 1.084
55 H 0.8714 1.5042 -0.4529  C49 1.090
56 H 3.3791 1.5636 -2.1916  C50 1.093
57 H 2.5598 0.1467 -1.5076  C50 1.087

---

Question: What is the formula in the first record?
Answer: C16H30BCl2FN4O8P

---

Question: Among the records above, which one has the lowest HOMO-LUMO gap?
Answer: C16H30BCl2FN4O8P